Record 1
The following is a DFT calculation (ωB97M-V with the def2-TZVPD basis set) of a molecular structure, C13H16Br2CrN3O2S2Se4.

<S²>: 0.864
HOMO-LUMO gap (alpha / beta) in eV: 5.668 / 6.751
Largest force on an atom in eV/A: 1.5
Energy relative to the best compared isomer or geometry (same formula, charge and spin) in kcal per mole: 0.2
E_HOMO (alpha / beta) in eV: -6.92 / -7.08

```
! RIJCOSX wB97M-V def2-TZVPD def2/J DEFGRID3
* xyz 0 2
Cr 0.076 -0.089 -0.398
Se -0.929 -1.734 1.161
Se 0.485 -1.909 3.041
Se 2.579 -1.381 2.101
Se 2.044 0.556 0.937
Br -1.408 1.616 0.755
C -1.740 3.269 -0.216
Br -3.130 3.085 -1.518
H -0.819 3.541 -0.715
H -2.048 3.984 0.534
N 1.400 -4.155 -0.098
C 2.445 -3.721 -1.061
C 2.294 -2.212 -1.396
O 3.238 -1.687 -1.983
O 1.200 -1.700 -1.034
H 1.041 -5.092 -0.257
H 0.609 -3.464 -0.148
H 1.719 -4.062 0.873
H 2.342 -4.294 -1.981
H 3.431 -3.886 -0.640
S 0.722 1.784 -1.848
C 2.232 1.973 -2.575
N 3.140 0.968 -2.613
C 4.347 1.107 -3.178
C 4.697 2.286 -3.754
C 3.717 3.291 -3.727
N 2.536 3.153 -3.168
H 2.910 0.031 -2.240
H 4.984 0.234 -3.145
H 5.662 2.438 -4.211
H 3.908 4.253 -4.190
S -1.384 -0.510 -2.146
C -2.759 -1.595 -1.957
C -3.530 -1.662 -0.796
C -4.628 -2.508 -0.730
C -4.979 -3.290 -1.821
C -4.233 -3.209 -2.991
C -3.136 -2.366 -3.062
H -3.288 -1.030 0.046
H -5.215 -2.551 0.180
H -5.835 -3.951 -1.767
H -4.512 -3.802 -3.854
H -2.554 -2.293 -3.973
*
```

Record 2
The following is a DFT calculation (ωB97M-V with the def2-TZVPD basis set) of a molecular structure, C12H26BCaN2O2P2.

HOMO-LUMO gap in eV: 3.611
Largest force on an atom in eV/A: 3.1
Energy relative to the best compared isomer or geometry (same formula, charge and spin) in kcal per mole: 134.2
E_HOMO in eV: -8.12

```
! RIJCOSX wB97M-V def2-TZVPD def2/J DEFGRID3
* xyz 1 1
Ca -0.357 -0.088 -1.386
P -2.317 0.132 1.243
C -2.104 1.893 1.179
C -0.811 2.498 1.078
N 0.240 1.791 0.467
C 1.465 2.345 0.670
C 1.622 3.531 1.355
C 0.562 4.301 1.792
C -0.699 3.830 1.516
C 2.725 1.636 0.127
P 2.522 0.391 -1.181
H -1.634 4.409 1.747
H 2.638 3.841 1.556
H 0.678 5.210 2.345
H 3.443 2.432 -0.202
H 3.221 1.162 1.010
H -3.207 2.276 -1.935
H -2.893 2.512 0.751
H -0.106 -0.439 -5.679
O -2.271 1.990 -1.976
H -2.259 1.935 -2.951
H -0.921 -2.782 -1.353
O 0.270 0.280 -5.128
H 0.781 -0.179 -4.502
C 2.898 1.496 -2.602
H 3.809 2.077 -2.432
H 3.019 0.904 -3.513
H 2.065 2.187 -2.748
C 4.128 -0.513 -1.082
H 4.022 -1.447 -1.642
H 4.982 0.025 -1.511
H 4.377 -0.788 -0.052
C -2.268 0.284 3.107
H -3.226 0.719 3.408
H -2.080 -0.653 3.645
H -1.464 0.997 3.339
C -4.144 0.001 0.877
H -4.414 -1.065 0.894
H -4.748 0.535 1.623
H -4.368 0.384 -0.132
B -0.250 -4.778 0.646
C -0.099 -3.508 -0.013
N -0.170 -2.477 -0.684
H -1.289 -4.648 1.340
H 0.827 -4.814 1.247
H -0.373 -5.675 -0.252
*
```

Record 3
The following is a DFT calculation (ωB97M-V with the def2-TZVPD basis set) of a molecular structure, C29H21Cl2FeI2N3O6.

<S²>: 1.124
HOMO-LUMO gap (alpha / beta) in eV: 4.942 / 5.668
Largest force on an atom in eV/A: 0.7
E_HOMO (alpha / beta) in eV: -10.27 / -10.28

```
! RIJCOSX wB97M-V def2-TZVPD def2/J DEFGRID3
* xyz 1 2
Fe -0.316 0.012 -1.465
I -2.455 -0.347 -3.117
C -2.863 -1.858 -1.676
I -2.235 -1.118 0.203
H -2.260 -2.718 -1.944
H -3.926 -2.063 -1.673
N 5.748 0.869 -2.087
C 4.691 0.880 -2.536
C 3.370 0.889 -3.099
C 3.167 0.985 -4.472
C 1.872 0.983 -4.947
C 0.831 0.845 -4.052
N 1.019 0.757 -2.727
C 2.277 0.787 -2.256
H 4.013 1.049 -5.144
H 1.660 1.052 -6.004
H -0.187 0.820 -4.404
H 2.399 0.717 -1.185
O 0.480 -2.055 -3.830
C 0.911 -2.191 -2.706
O 0.273 -1.659 -1.640
C 2.133 -2.936 -2.343
C 2.653 -3.830 -3.270
C 3.825 -4.539 -3.009
C 4.435 -4.298 -1.802
O 5.582 -4.838 -1.327
C 5.761 -4.316 -0.004
O 4.735 -3.346 0.214
C 3.918 -3.401 -0.873
C 2.760 -2.714 -1.100
H 2.137 -3.961 -4.211
H 4.242 -5.238 -3.720
H 6.735 -3.836 0.065
H 5.659 -5.128 0.717
H 2.353 -2.031 -0.368
Cl -3.097 -0.692 3.637
C -3.059 0.609 4.786
C -3.523 0.346 6.064
C -3.425 1.322 7.040
C -2.866 2.552 6.738
C -2.439 2.807 5.448
Cl -1.753 4.355 5.087
C -2.535 1.851 4.428
N -2.062 2.170 3.147
C -2.778 2.178 1.970
C -4.148 1.896 1.940
C -4.856 1.943 0.753
C -4.231 2.301 -0.436
C -2.883 2.620 -0.403
C -2.141 2.556 0.771
C -0.681 2.925 0.750
C 0.183 1.697 0.972
O 0.670 1.396 2.026
O 0.410 0.977 -0.139
H -3.929 -0.630 6.289
H -3.776 1.119 8.043
H -2.768 3.322 7.490
H -1.089 2.430 3.109
H -4.656 1.647 2.862
H -5.917 1.727 0.764
H -4.793 2.376 -1.357
H -2.388 2.966 -1.305
H -0.428 3.645 1.531
H -0.440 3.367 -0.216
*
```

Record 4
The following is a DFT calculation (ωB97M-V with the def2-TZVPD basis set) of 2 unconnected molecules or ions with the total composition C5H11NO.

HOMO-LUMO gap in eV: 4.283
Largest force on an atom in eV/A: 5.7
Energy relative to the best compared isomer or geometry (same formula, charge and spin) in kcal per mole: 185.4
E_HOMO in eV: -7.74

```
! RIJCOSX wB97M-V def2-TZVPD def2/J DEFGRID3
* xyz 0 1
O 1.874 -1.676 -0.669
C 0.661 -2.029 -0.996
C -0.436 -1.216 -0.859
C -0.499 0.134 -0.390
C 0.956 0.749 -0.167
C -1.325 0.305 0.883
N -0.889 2.754 1.676
H 0.430 -3.063 -1.404
H -1.493 -1.528 -1.336
H -0.919 0.797 -1.179
H 1.350 0.655 -1.123
H 0.828 1.831 0.032
H 1.516 0.244 0.586
H -2.348 -0.057 0.654
H -0.875 -0.272 1.717
H -1.166 1.385 1.225
H -1.070 3.520 1.040
H -1.163 2.958 2.575
*
```

Record 5
The following is a DFT calculation (ωB97M-V with the def2-TZVPD basis set) of 2 unconnected molecules or ions with the total composition C2H5BrSi.

HOMO-LUMO gap in eV: 7.747
Largest force on an atom in eV/A: 3.8
Energy relative to the best compared isomer or geometry (same formula, charge and spin) in kcal per mole: 47.7
E_HOMO in eV: -8.70

```
! RIJCOSX wB97M-V def2-TZVPD def2/J DEFGRID3
* xyz 0 1
C 0.299 1.465 0.107
C -0.965 1.217 -0.007
Si -1.753 -0.461 0.204
Br -3.941 0.051 0.005
H 1.088 0.802 0.595
H 0.683 2.432 -0.122
H -1.632 2.104 -0.163
H -1.165 2.754 2.346
H -0.620 3.040 1.880
*
```